# 1
{
  "formula": "C16H17N10PdS",
  "method": "ωB97M-V/def2-TZVPD",
  "e_homo_ev": -10.90,
  "homo_lumo_gap_ev": 7.70,
  "total_charge": 1,
  "elements": ["Pd", "C", "C", "N", "N", "C", "N", "S", "C", "C", "C", "C", "C", "N", "H", "H", "H", "H", "H", "H", "H", "H", "H", "N", "C", "N", "C", "N", "N", "C", "N", "C", "C", "C", "C", "C", "N", "H", "H", "H", "H", "H", "H", "H", "H"],
  "coordinates": [[0.23, 0.11, 0.32], [0.27, 4.10, 1.79], [0.01, 2.65, 1.56], [0.82, 1.91, 0.87], [1.99, 2.49, 0.44], [2.65, 1.70, -0.36], [3.84, 2.11, -0.81], [2.08, 0.15, -0.93], [-1.14, 1.94, 2.17], [-2.22, 2.60, 2.73], [-3.27, 1.86, 3.25], [-3.19, 0.47, 3.21], [-2.07, -0.11, 2.65], [-1.07, 0.60, 2.14], [0.78, 4.53, 0.93], [0.93, 4.25, 2.65], [-0.65, 4.64, 1.97], [4.20, 3.01, -0.52], [4.39, 1.55, -1.44], [-2.25, 3.68, 2.76], [-4.13, 2.35, 3.68], [-3.98, -0.15, 3.61], [-1.95, -1.19, 2.63], [-2.75, 2.02, -0.95], [-3.10, 0.75, -0.69], [-4.40, 0.47, -0.61], [-4.67, -0.82, -0.36], [-5.96, -1.17, -0.26], [-3.76, -1.80, -0.19], [-2.52, -1.38, -0.28], [-2.11, -0.14, -0.51], [-1.42, -2.38, -0.11], [-1.71, -3.73, -0.09], [-0.68, -4.64, 0.04], [0.62, -4.17, 0.15], [0.83, -2.80, 0.12], [-0.16, -1.92, 0.00], [-3.46, 2.67, -1.23], [-1.79, 2.21, -1.19], [-6.67, -0.48, -0.43], [-6.20, -2.13, -0.13], [-2.74, -4.05, -0.19], [-0.88, -5.71, 0.06], [1.46, -4.84, 0.25], [1.83, -2.39, 0.20]],
  "mulliken_charge": [0.255, -1.364, 0.391, 0.779, -1.191, 0.784, -0.388, -0.464, 0.884, -0.579, -0.514, -0.756, -0.313, -0.320, 0.403, 0.308, 0.424, 0.230, 0.185, 0.271, 0.449, 0.472, 0.513, -0.268, 0.498, -0.714, 0.508, -0.349, -0.664, -0.100, -0.335, 0.766, -0.400, -0.423, -0.804, -0.118, 0.154, 0.269, 0.221, 0.252, 0.243, 0.502, 0.450, 0.405, 0.446]
}


# 2
{
  "formula": "C16H17N2Y",
  "method": "ωB97M-V/def2-TZVPD",
  "e_homo_ev": -15.49,
  "homo_lumo_gap_ev": 7.79,
  "total_charge": 2,
  "elements": ["C", "C", "H", "H", "H", "H", "Y", "C", "C", "C", "C", "H", "H", "H", "C", "H", "H", "N", "C", "C", "C", "C", "C", "C", "C", "C", "N", "C", "H", "H", "H", "H", "H", "H", "H", "H"],
  "coordinates": [[1.62, -1.33, 3.26], [1.64, -2.55, 2.69], [0.83, -1.05, 3.98], [2.40, -0.58, 3.09], [2.43, -2.84, 1.98], [0.87, -3.30, 2.88], [-0.94, -0.18, -0.89], [0.73, 1.55, -0.72], [1.42, 0.32, -0.52], [0.63, 0.35, -2.70], [0.22, 1.56, -2.07], [1.99, 0.05, 0.36], [1.86, -1.39, -1.93], [0.44, 0.08, -3.74], [1.37, -0.43, -1.75], [-0.29, 2.40, -2.56], [0.71, 2.39, -0.03], [-2.80, 1.41, -1.29], [-3.99, 0.95, -0.62], [-5.27, 1.16, -1.12], [-6.37, 0.60, -0.43], [-6.19, -0.14, 0.73], [-4.89, -0.40, 1.26], [-4.60, -1.22, 2.36], [-3.28, -1.51, 2.69], [-2.25, -1.04, 1.89], [-2.50, -0.22, 0.85], [-3.80, 0.16, 0.55], [-2.97, 1.79, -2.22], [-2.31, 2.15, -0.75], [-5.42, 1.75, -2.03], [-7.37, 0.76, -0.82], [-7.05, -0.58, 1.25], [-5.42, -1.64, 2.94], [-3.03, -2.13, 3.56], [-1.20, -1.27, 2.08]],
  "mulliken_charge": [-0.569, -0.522, 0.284, 0.290, 0.271, 0.301, 1.442, -0.428, -0.470, -0.544, -0.535, 0.550, 0.454, 0.441, -0.535, 0.541, 0.420, -0.516, 0.160, -0.648, -0.778, -0.876, 0.912, -0.426, -0.778, 0.263, -0.183, 0.543, 0.293, 0.402, 0.378, 0.416, 0.413, 0.470, 0.412, 0.149]
}


# 3
{
  "formula": "C16H17N3O3",
  "method": "ωB97M-V/def2-TZVPD",
  "e_homo_ev": -8.70,
  "homo_lumo_gap_ev": 7.93,
  "elements": ["C", "C", "C", "N", "C", "O", "C", "H", "O", "C", "O", "C", "N", "N", "C", "C", "C", "C", "C", "C", "H", "H", "H", "H", "H", "H", "C", "C", "C", "H", "H", "H", "H", "H", "H", "H", "H", "H", "H"],
  "coordinates": [[-4.54, -2.13, 0.50], [-3.47, -1.68, -0.35], [-2.24, -0.89, 0.15], [-2.16, 0.28, -0.48], [-1.46, 0.42, -1.70], [-1.54, 1.61, -2.02], [-0.67, -0.64, -1.95], [-1.03, -1.49, -2.16], [0.63, -0.44, -1.56], [1.08, -1.54, -0.69], [0.27, -2.25, -0.45], [2.27, -1.19, -0.22], [3.00, -2.41, 0.47], [4.18, -1.67, 0.99], [4.37, -0.51, 0.38], [5.39, 0.34, 0.78], [5.38, 1.45, 0.12], [4.16, 1.93, -0.57], [3.23, 1.24, -0.87], [3.19, -0.08, -0.10], [2.20, 1.42, -1.44], [4.05, 3.06, -0.94], [6.15, 2.43, 0.21], [6.27, 0.13, 1.38], [4.77, -2.17, 1.26], [-0.31, -0.23, -3.18], [-3.07, 1.18, 0.08], [-2.61, 1.93, 1.42], [-3.52, 1.75, 2.62], [-3.06, 2.07, 3.55], [-4.47, 1.62, 2.39], [-1.64, 2.03, 1.41], [-2.98, 2.25, -0.58], [-4.14, 0.87, 0.08], [-1.56, -1.68, 0.02], [-2.45, -0.61, 1.29], [-3.64, -1.76, -1.60], [-5.45, -2.62, 0.27], [-4.58, -2.00, 1.50]],
  "mulliken_charge": [-1.070, 0.048, -0.562, 0.371, 1.009, -0.675, -1.614, 0.930, -0.256, 0.651, -0.413, 0.165, -0.599, 0.114, 0.914, -0.947, -0.281, 0.116, -0.802, 0.331, 0.202, 0.215, 0.197, 0.343, 0.088, 0.269, -0.649, -0.499, -0.773, 0.255, 0.368, 0.545, 0.244, 0.441, 0.304, 0.369, 0.077, 0.276, 0.297]
}


# 4
{
  "formula": "C16H17N3O3",
  "method": "ωB97M-V/def2-TZVPD",
  "smiles": "N/C(=N\\OC(=O)CCCOc1ccccc1)c1ccccn1",
  "e_homo_ev": -8.57,
  "homo_lumo_gap_ev": 9.08,
  "elements": ["N", "C", "N", "O", "C", "O", "C", "C", "C", "O", "C", "C", "C", "C", "C", "C", "H", "H", "H", "H", "H", "H", "H", "H", "H", "H", "H", "C", "N", "C", "C", "C", "C", "H", "H", "H", "H", "H", "H"],
  "coordinates": [[-3.28, -1.80, 0.07], [-3.56, -0.49, 0.04], [-2.79, 0.54, 0.14], [-1.40, 0.44, 0.32], [-0.79, -0.38, 1.16], [-1.32, -1.23, 1.84], [0.70, -0.11, 1.19], [1.16, 1.06, 0.34], [2.68, 1.20, 0.39], [3.24, 0.04, -0.20], [4.60, -0.07, -0.28], [5.51, 0.89, 0.17], [6.87, 0.66, 0.02], [7.33, -0.50, -0.56], [6.43, -1.45, -1.01], [5.07, -1.24, -0.87], [4.36, -1.97, -1.21], [6.78, -2.36, -1.47], [8.40, -0.66, -0.67], [7.56, 1.41, 0.37], [5.17, 1.80, 0.63], [3.02, 1.30, 1.43], [2.99, 2.09, -0.17], [0.71, 1.98, 0.69], [0.86, 0.90, -0.70], [1.19, -1.03, 0.86], [0.98, 0.03, 2.24], [-4.98, -0.15, -0.23], [-5.82, -1.19, -0.24], [-7.10, -0.96, -0.47], [-7.62, 0.30, -0.70], [-6.75, 1.38, -0.69], [-5.41, 1.16, -0.45], [-4.68, 1.95, -0.43], [-7.12, 2.38, -0.86], [-8.68, 0.43, -0.88], [-7.73, -1.84, -0.46], [-4.11, -2.39, 0.07], [-2.49, -2.12, 0.61]],
  "mulliken_charge": [-0.405, -0.232, -0.763, -0.010, 0.451, -0.702, -0.339, -0.652, -0.689, -0.242, 0.560, -0.314, -0.565, -0.555, -0.383, -0.428, 0.381, 0.359, 0.372, 0.347, 0.341, 0.410, 0.440, 0.392, 0.317, 0.244, 0.292, 1.106, -0.521, -0.219, -0.449, -0.439, -0.330, 0.457, 0.410, 0.376, 0.413, 0.322, 0.244]
}


# 5
{
  "formula": "C16H17N3O4",
  "method": "ωB97M-V/def2-TZVPD",
  "e_homo_ev": -8.67,
  "homo_lumo_gap_ev": 7.95,
  "elements": ["N", "C", "O", "C", "N", "C", "C", "C", "C", "C", "C", "C", "C", "H", "H", "H", "H", "C", "O", "C", "O", "N", "C", "H", "C", "H", "O", "C", "H", "C", "H", "H", "H", "H", "H", "H", "H", "H", "H", "H"],
  "coordinates": [[-2.76, -2.57, -1.12], [-3.47, -2.51, -0.13], [-4.56, -2.90, -0.11], [-2.96, -1.80, 1.05], [-2.23, -0.79, 0.55], [-0.99, -0.71, 0.44], [-0.63, 0.48, 0.06], [-1.74, 1.46, -0.20], [-2.02, 2.78, -0.54], [-3.21, 3.19, -0.33], [-4.34, 2.63, 0.18], [-4.17, 1.21, 0.42], [-2.75, 0.45, 0.29], [-4.85, 0.58, 0.91], [-5.29, 2.82, 0.11], [-3.54, 4.23, -0.47], [-1.13, 3.21, -0.77], [0.71, 0.91, -0.55], [1.18, 2.20, -1.02], [1.64, -0.20, -0.75], [1.14, -1.31, -1.33], [2.87, 0.02, -0.52], [3.66, 1.19, -0.07], [2.90, 1.94, 0.21], [4.35, 0.85, 0.94], [5.03, 1.52, 1.56], [5.25, -0.59, 0.99], [4.61, -1.37, 0.44], [5.25, -2.34, 0.45], [3.93, -1.24, -0.80], [3.32, -1.94, -1.28], [4.62, -0.95, -1.73], [3.84, -1.84, 1.20], [3.56, 0.27, 1.90], [4.39, 1.34, -0.84], [-0.30, -1.30, 0.58], [-3.80, -1.47, 1.57], [-2.37, -2.45, 1.88], [-1.91, -2.11, -1.21], [-3.26, -2.91, -1.93]],
  "mulliken_charge": [-0.211, 0.547, -0.643, -0.746, 0.129, -0.999, -0.071, 0.962, -0.929, -0.114, -1.167, -0.472, -0.344, 0.390, 0.496, 0.250, 0.684, 0.243, -0.746, 0.918, -0.767, -0.023, -0.284, 0.426, -0.615, 0.282, -0.246, -0.600, 0.333, -0.573, 0.506, 0.258, 0.251, 0.274, 0.208, 1.346, 0.315, 0.317, 0.171, 0.245]
}


# 6
{
  "formula": "C16H17N5O3S2",
  "method": "ωB97M-V/def2-TZVPD",
  "smiles": "CCc1nnc(NC(=O)CSc2nnc(COc3cccc(C)c3)o2)s1",
  "e_homo_ev": -8.67,
  "homo_lumo_gap_ev": 9.16,
  "elements": ["C", "H", "H", "H", "C", "C", "N", "N", "C", "N", "C", "O", "C", "H", "H", "S", "C", "N", "N", "C", "O", "C", "O", "C", "C", "C", "C", "C", "C", "H", "H", "H", "C", "H", "H", "H", "H", "H", "H", "H", "S", "H", "H"],
  "coordinates": [[5.55, 3.17, 0.09], [6.41, 2.60, -0.26], [5.91, 4.08, 0.57], [4.94, 3.45, -0.77], [4.73, 2.34, 1.08], [4.23, 1.10, 0.45], [4.54, -0.09, 0.83], [4.00, -1.06, 0.12], [3.23, -0.64, -0.83], [2.54, -1.41, -1.72], [2.04, -2.69, -1.58], [1.32, -3.14, -2.44], [2.44, -3.44, -0.34], [2.84, -4.41, -0.62], [3.14, -2.88, 0.28], [0.95, -3.84, 0.64], [0.42, -2.25, 1.00], [0.95, -1.12, 0.63], [0.18, -0.14, 1.14], [-0.77, -0.71, 1.80], [-0.68, -2.06, 1.75], [-1.88, -0.04, 2.54], [-3.14, -0.32, 1.98], [-3.46, 0.21, 0.75], [-4.72, -0.15, 0.27], [-5.18, 0.32, -0.95], [-4.35, 1.15, -1.70], [-3.11, 1.50, -1.22], [-2.65, 1.04, 0.00], [-1.66, 1.32, 0.34], [-2.47, 2.15, -1.81], [-4.69, 1.52, -2.65], [-6.53, -0.07, -1.47], [-6.43, -0.64, -2.39], [-7.07, -0.67, -0.74], [-7.12, 0.82, -1.69], [-5.33, -0.80, 0.88], [-1.93, -0.45, 3.55], [-1.68, 1.03, 2.58], [2.15, -0.92, -2.52], [3.14, 1.11, -0.93], [3.88, 2.93, 1.43], [5.34, 2.07, 1.94]],
  "mulliken_charge": [-1.106, 0.318, 0.344, 0.336, -0.313, 0.441, -0.827, -0.036, 0.491, -0.048, 0.261, -0.611, -0.350, 0.410, 0.319, -0.174, 0.282, 0.348, -0.782, 0.746, -0.352, -0.762, -0.481, 0.720, -0.620, 0.934, -0.566, -0.837, -0.497, 0.414, 0.381, 0.402, -1.392, 0.312, 0.350, 0.341, 0.344, 0.403, 0.374, 0.227, -0.249, 0.259, 0.243]
}


# 7
{
  "formula": "C16H17NO3",
  "method": "ωB97M-V/def2-TZVPD",
  "smiles": "CCOC(=O)Cn1cc(C(=O)C2CC2)c2ccccc21",
  "e_homo_ev": -8.73,
  "homo_lumo_gap_ev": 8.67,
  "elements": ["C", "C", "H", "H", "O", "C", "O", "C", "N", "C", "C", "C", "C", "C", "C", "C", "C", "H", "H", "H", "H", "C", "O", "C", "C", "C", "H", "H", "H", "H", "H", "H", "H", "H", "H", "H", "H"],
  "coordinates": [[-3.82, -0.87, -1.60], [-3.51, 0.63, -1.57], [-3.17, 1.16, -2.54], [-4.53, 1.09, -1.27], [-2.60, 0.76, -0.79], [-3.00, 0.91, 0.70], [-4.14, 0.77, 1.27], [-1.72, 1.26, 1.39], [-0.57, 0.74, 0.80], [0.57, 1.39, 0.40], [1.41, 0.80, -0.14], [0.82, -0.63, -0.17], [1.35, -2.15, -0.67], [0.53, -2.97, -0.29], [-0.71, -2.95, 0.23], [-1.20, -1.74, 0.95], [-0.28, -0.77, 0.64], [-2.12, -1.66, 1.41], [-1.21, -3.70, 0.45], [0.78, -3.98, -0.57], [2.21, -2.08, -1.19], [2.59, 1.17, -0.63], [2.72, 2.20, -1.40], [3.91, 0.37, -0.35], [4.65, 0.77, 0.56], [4.20, -0.74, 0.49], [3.25, -1.27, 1.04], [4.85, -1.39, 0.26], [4.04, 1.17, 1.63], [5.75, 0.72, 0.87], [4.64, 0.41, -1.44], [0.55, 2.47, 0.41], [-1.56, 2.36, 1.67], [-1.90, 0.65, 2.47], [-4.62, -1.14, -2.47], [-4.20, -1.07, -0.71], [-2.90, -1.35, -2.10]],
  "mulliken_charge": [-1.135, -0.273, 0.303, 0.280, -0.117, 0.415, -0.580, -0.671, 0.360, 0.570, -0.444, 0.563, -0.752, -0.465, -1.327, -1.008, 0.348, 0.641, 0.812, 0.301, 0.903, -0.392, -0.634, 0.682, -0.649, -1.061, 0.166, 0.410, 0.173, 0.343, 0.181, 0.405, 0.414, 0.279, 0.323, 0.434, 0.201]
}


# 8
{
  "formula": "C16H18B2N6O2W",
  "method": "ωB97M-V/def2-TZVPD",
  "spin_multiplicity": 3,
  "e_homo_ev": [-13.27, -12.89],
  "homo_lumo_gap_ev": [5.98, 5.86],
  "total_charge": 2,
  "elements": ["H", "N", "B", "N", "C", "W", "H", "C", "H", "C", "H", "C", "H", "H", "H", "N", "N", "N", "N", "C", "C", "H", "H", "C", "C", "C", "C", "H", "H", "H", "H", "H", "O", "B", "O", "C", "C", "C", "C", "C", "C", "H", "H", "H", "H"],
  "coordinates": [[0.53, 2.99, 0.06], [0.23, 1.54, -1.43], [-0.14, 0.12, -3.70], [0.22, 1.45, -2.86], [0.43, 2.69, -3.28], [0.11, -0.32, -0.93], [0.42, 2.88, -4.33], [0.63, 3.54, -2.19], [0.88, 4.57, -2.22], [0.49, 2.81, -1.01], [-0.08, 0.37, -4.89], [-1.77, -1.48, 2.46], [-2.00, -2.66, 2.51], [-0.87, -1.29, 1.57], [-2.34, -0.65, 1.82], [-1.54, -0.32, -3.26], [0.87, -1.08, -3.36], [-1.82, -0.57, -1.96], [1.08, -1.59, -2.03], [-2.67, -0.39, -3.97], [1.64, -1.81, -4.16], [-2.62, -0.24, -5.03], [1.62, -1.63, -5.23], [-3.71, -0.66, -3.09], [2.40, -2.71, -3.41], [-3.17, -0.76, -1.83], [2.04, -2.56, -2.06], [-4.74, -0.75, -3.41], [3.15, -3.38, -3.76], [-3.65, -0.93, -0.91], [2.37, -3.02, -1.12], [-1.77, -1.29, 3.52], [0.94, -1.14, 3.08], [-0.27, -0.47, 2.54], [-0.34, 0.96, 2.91], [0.74, 1.06, 3.83], [1.07, 2.05, 4.75], [1.45, 1.64, 6.07], [1.52, 0.29, 6.40], [1.53, -0.68, 5.40], [1.26, -0.28, 4.08], [1.07, 3.10, 4.45], [1.65, 2.39, 6.85], [1.57, -0.03, 7.45], [1.59, -1.75, 5.66]],
  "mulliken_charge": [0.542, -0.149, 0.006, 0.040, -0.043, 0.738, 0.508, -1.095, 0.446, 0.101, -0.003, -0.782, 0.390, 0.066, 0.261, 0.400, 0.133, -0.527, -0.269, -0.025, -0.019, 0.478, 0.489, -0.991, -1.005, -0.164, 0.051, 0.432, 0.439, 0.522, 0.495, 0.311, -0.505, 0.836, -0.511, 0.769, -0.748, -0.413, -0.469, -0.586, 0.330, 0.360, 0.373, 0.391, 0.394]
}